[1]
Below is a structure of composition C29H26F9IN4O4SW in a non-equilibrium geometry, with properties calculated with wB97M-V/def2-TZVPD.

```
75
Properties=species:S:1:pos:R:3
W 1.88 -0.01 0.46
C -0.09 -3.95 -0.95
C 0.50 -3.07 -2.02
N 0.27 -3.39 -3.28
C 0.80 -2.64 -4.27
C 1.60 -1.54 -4.06
C 2.16 -0.82 -5.26
O 2.26 0.58 -4.99
C 1.85 -1.18 -2.73
C 2.83 -0.16 -2.41
N 3.03 0.30 -1.22
C 4.13 1.18 -0.92
C 4.40 2.32 -1.66
C 5.45 3.14 -1.29
C 6.24 2.83 -0.19
C 5.98 1.69 0.56
C 4.93 0.88 0.18
I 4.44 -0.81 1.31
C 1.26 -1.95 -1.73
O 1.51 -1.63 -0.43
H 0.42 -4.91 -0.95
H -1.14 -4.14 -1.18
H -0.01 -3.52 0.04
H 0.56 -2.95 -5.28
H 1.51 -1.01 -6.11
H 3.14 -1.23 -5.52
H 2.18 1.07 -5.81
H 3.49 0.20 -3.19
H 3.76 2.57 -2.50
H 5.66 4.03 -1.87
H 7.06 3.47 0.09
H 6.59 1.44 1.42
C -5.22 1.68 -1.16
C -5.01 0.79 0.06
C -3.83 1.23 0.91
N -2.55 1.22 0.17
C -1.48 0.47 0.29
S -0.08 0.99 -0.65
N -1.41 -0.61 1.09
C -2.26 -1.11 2.19
O -1.92 -0.84 3.30
C -3.36 -2.01 1.79
C -4.33 -2.31 2.74
C -5.35 -3.19 2.42
C -5.38 -3.78 1.16
C -4.40 -3.49 0.22
C -3.39 -2.60 0.53
H -6.12 1.40 -1.70
H -4.39 1.61 -1.87
H -5.33 2.73 -0.87
H -4.87 -0.25 -0.25
H -5.89 0.81 0.70
H -3.73 0.63 1.81
H -3.97 2.26 1.24
H -2.43 1.98 -0.48
H -0.45 -0.85 1.26
H -4.28 -1.86 3.72
H -6.11 -3.43 3.15
H -6.17 -4.48 0.91
H -4.43 -3.96 -0.76
H -2.63 -2.36 -0.20
F 2.32 4.26 2.78
C 1.75 3.31 2.06
F 2.54 3.03 1.02
F 0.59 3.75 1.58
C 1.55 2.01 2.89
O 1.43 0.95 2.01
C 0.24 2.09 3.73
F 0.22 1.15 4.67
F -0.82 1.88 2.95
F 0.13 3.28 4.30
C 2.78 1.77 3.82
F 2.71 2.57 4.87
F 2.81 0.51 4.22
F 3.91 2.02 3.15
```

Calculated values
Total charge   +2
ΔE to the lowest compared entry with this formula, charge and spin   9.9 kcal/mol
HOMO level (alpha / beta)   -14.299 / -14.360 eV
HOMO-LUMO gap (alpha / beta)   7.0 / 7.1 eV
E_tot   -89851.8976 eV

Here are the Löwdin charges for atoms 1 to 2, given in e: 1.28 0.01

[2]
Below is a structure of composition C29H26FeNO3PS2Se2Te in a non-equilibrium geometry, with properties calculated with wB97M-V/def2-TZVPD.

```
66
Properties=species:S:1:pos:R:3
Fe 0.04 -0.49 0.16
C -0.74 1.23 4.08
C -1.37 1.56 2.73
C -2.33 2.73 2.83
O -0.29 1.89 1.86
C -2.12 0.29 2.25
O -3.21 0.10 2.78
O -1.57 -0.48 1.37
H -0.22 2.11 4.48
H -0.01 0.42 3.95
H -1.52 0.91 4.77
H -1.84 3.58 3.32
H -3.21 2.43 3.41
H -2.67 3.04 1.84
H -0.63 2.36 1.10
S 2.11 0.72 -3.63
C 2.91 -0.68 -3.08
C 2.49 -1.04 -1.84
C 1.49 -0.17 -1.28
C 1.18 0.80 -2.17
C 0.01 1.68 -2.03
C -0.37 2.65 -2.94
C -1.60 3.28 -2.80
C -2.42 2.93 -1.74
C -1.94 1.99 -0.85
N -0.76 1.39 -0.98
H 3.67 -1.15 -3.71
H 2.87 -1.91 -1.32
H 0.29 2.88 -3.78
H -1.91 4.03 -3.52
H -3.39 3.38 -1.61
H -2.54 1.68 0.01
Se 1.44 -1.81 1.69
P -2.53 -2.98 -0.19
Se -1.02 -1.86 -1.43
C -4.07 -1.95 -0.26
C -5.18 -2.41 0.45
C -6.35 -1.67 0.51
C -6.44 -0.46 -0.16
C -5.35 0.01 -0.89
C -4.17 -0.74 -0.94
C -3.04 -4.24 -1.47
C -3.57 -3.91 -2.72
C -3.99 -4.89 -3.60
C -3.89 -6.24 -3.26
C -3.36 -6.59 -2.03
C -2.93 -5.60 -1.14
H -5.11 -3.36 0.98
H -7.20 -2.04 1.08
H -7.35 0.13 -0.11
H -5.41 0.96 -1.41
H -3.31 -0.38 -1.49
H -3.63 -2.86 -3.00
H -4.41 -4.61 -4.57
H -4.23 -7.00 -3.95
H -3.26 -7.64 -1.76
H -2.51 -5.88 -0.18
Te 2.64 0.22 1.15
C 3.77 0.18 2.98
C 3.45 -0.20 4.25
C 4.56 -0.18 5.15
C 5.71 0.22 4.54
S 5.44 0.56 2.89
H 2.44 -0.49 4.53
H 4.50 -0.46 6.20
H 6.71 0.31 4.97
```

Calculated values
Total charge   -1
ΔE to the lowest compared entry with this formula, charge and spin   41.7 kcal/mol
HOMO level (alpha / beta)   -4.076 / -4.239 eV
HOMO-LUMO gap (alpha / beta)   5.2 / 6.5 eV
E_tot   -241462.1117 eV
2S+1   2

Here are the Löwdin charges for atoms 1 to 2, given in e: -0.05 -0.01